# 1
{"formula": "H32O16", "method": "ωB97M-V with the def2-TZVPD basis set", "species": ["H", "H", "H", "H", "H", "H", "H", "H", "H", "H", "O", "H", "H", "H", "H", "H", "O", "H", "H", "H", "H", "H", "O", "O", "O", "O", "O", "H", "H", "O", "O", "H", "O", "O", "H", "O", "O", "H", "H", "H", "O", "H", "H", "O", "O", "H", "H", "H"], "positions_angstrom": [[-16.60900, -23.17600, -1.30900], [-12.62700, -22.01500, 1.89900], [-14.90100, -27.71500, 2.05900], [-14.68300, -24.44500, 3.24300], [-11.09300, -24.73500, -1.98600], [-11.87700, -25.66100, 1.59200], [-15.34700, -24.82200, -3.58000], [-13.60400, -27.44200, -1.11300], [-12.42700, -27.56600, -3.97400], [-13.12500, -23.65700, -3.06700], [-15.22000, -26.83700, 1.86900], [-16.57000, -25.75000, 1.74400], [-14.28500, -22.92300, -1.07100], [-17.36800, -22.34700, 0.55200], [-12.34600, -26.60800, -0.81800], [-16.16800, -27.06500, -0.75200], [-14.13300, -24.33100, -0.17300], [-16.03700, -25.83200, -0.07700], [-12.10300, -23.83200, -0.45500], [-10.53300, -25.01200, 1.02100], [-11.02400, -26.07700, -2.67000], [-16.97600, -24.37000, 1.23500], [-11.51000, -25.06200, 0.93200], [-12.49500, -26.61400, -3.72000], [-14.49400, -22.19900, -1.68200], [-12.01700, -22.51900, 2.42900], [-13.24500, -26.54200, -1.16700], [-15.88000, -22.37300, 0.76300], [-15.16800, -25.45400, -2.18400], [-11.85100, -23.23100, -1.10200], [-17.28700, -25.13100, 1.75600], [-13.57800, -23.67100, 2.64700], [-15.24300, -25.66500, -3.14200], [-16.60200, -22.89900, 0.40400], [-15.40700, -22.42700, -1.94900], [-16.88800, -23.29100, -2.21000], [-14.06600, -24.47700, 2.50200], [-14.09100, -24.37500, 0.81400], [-13.08600, -26.57400, -2.91500], [-17.49500, -22.60600, -2.45100], [-10.68000, -25.58300, -1.90600], [-12.02900, -22.09200, 3.25600], [-13.62000, -25.10400, -0.53300], [-12.52200, -23.75400, -3.90900], [-16.57300, -26.20600, -0.75400], [-11.96200, -22.37600, -0.72100], [-14.46600, -26.29900, 1.98700], [-12.33900, -24.71100, -4.06600]], "forces_ev_per_a": [[-0.56, -0.09, 1.11], [-0.15, 0.51, -0.62], [-0.20, -0.61, 0.10], [-0.52, -0.46, -0.18], [-0.22, 1.27, -0.19], [0.49, 0.20, 0.16], [-0.06, 0.35, -0.09], [-0.13, 0.38, 0.10], [-0.20, 1.24, 0.22], [1.85, -0.36, -2.43], [-0.65, -1.21, -0.28], [0.23, -0.72, 0.17], [0.28, -0.07, -0.12], [-0.60, 0.16, 0.05], [0.67, 0.30, -0.25], [-0.18, -1.02, -0.48], [0.02, -0.70, 0.97], [0.39, 1.11, 0.90], [-0.62, -1.57, 2.09], [-1.02, -0.27, -0.02], [0.12, 0.17, 0.05], [-0.27, -0.39, 0.22], [0.51, -0.23, 0.06], [-0.14, -1.53, 0.20], [-0.33, 0.41, 0.04], [-0.17, -1.08, -1.05], [-0.15, -1.27, 0.42], [0.28, -0.06, -0.21], [-0.66, -0.07, -1.02], [1.26, 1.09, -2.18], [-0.62, 1.13, 0.41], [1.31, 0.51, -0.15], [0.60, -0.32, 0.87], [0.29, 0.48, 0.37], [0.87, 0.40, -0.49], [0.11, -0.87, -1.44], [-0.54, -0.15, 0.90], [-0.15, -0.16, -1.13], [0.55, 0.08, -1.31], [-0.53, 0.58, 0.02], [0.49, -1.47, 0.14], [0.23, 0.96, 1.74], [-0.89, 0.74, 0.50], [-1.31, -0.34, 1.81], [-0.26, -0.32, -0.65], [-0.13, 0.97, 0.10], [1.33, 1.27, 0.24], [-0.64, 0.98, 0.36]], "energy_ev": -33279.1266, "e_above_lowest_kcal_mol": 133.9, "orbital_gap_ev": 8.81, "max_force_ev_per_a": 3.07}



# 2
{"formula": "H32O16", "method": "ωB97M-V with the def2-TZVPD basis set", "species": ["H", "O", "O", "H", "H", "H", "H", "H", "H", "H", "H", "O", "H", "O", "O", "H", "H", "H", "O", "H", "H", "O", "H", "H", "H", "O", "O", "H", "O", "H", "O", "O", "O", "O", "H", "H", "H", "H", "O", "H", "H", "H", "H", "H", "H", "O", "H", "H"], "positions_angstrom": [[1.55422, 0.36784, 1.25847], [3.51801, 1.21498, -3.51695], [3.54489, -0.51537, -1.38668], [0.44308, 0.26001, -0.66802], [-4.63170, 2.55764, -1.80758], [0.29256, -0.37940, 4.24217], [0.82796, -2.85746, 3.81732], [1.08687, 3.08299, -5.34190], [0.24319, 3.71996, 4.22074], [3.85721, -0.00198, -2.13174], [-2.78779, 2.10865, -0.46017], [-0.54711, 3.19391, 4.34290], [-0.33485, 2.34717, 3.95020], [-1.33011, 4.21716, 1.28360], [0.37195, -3.43362, 3.20386], [-0.72735, 0.62568, 0.21982], [2.94424, -1.15428, -1.77041], [3.03587, 0.21127, 0.98995], [0.65017, 0.45882, 3.94935], [1.87112, -2.78879, -2.88445], [-1.29629, -3.70518, -1.07887], [-2.61705, -1.05189, -0.34579], [-4.99004, 2.25760, -0.36762], [2.66438, 1.63774, -3.61090], [2.36876, -4.19593, -1.54317], [-2.51451, -2.47735, 2.19927], [-1.87666, 1.92611, -0.23046], [1.24349, 0.22984, 3.23397], [0.55974, 2.87035, -4.57173], [4.07055, 1.87895, -3.10454], [1.63485, -2.31581, -2.08652], [-4.49323, 2.86779, -0.91267], [-1.19563, -3.01218, -1.73145], [0.09395, 0.13408, 0.21430], [0.05646, -4.15798, 3.74423], [-2.47449, -2.06643, 1.33569], [-1.62653, 2.64560, 0.34918], [-0.53460, 4.62388, 0.94014], [2.43982, -5.03200, -1.08255], [1.57962, -5.15947, -0.68250], [-0.30545, 2.66072, -4.92350], [-1.81874, -0.53132, -0.43499], [-1.92674, -2.41732, -1.56453], [-3.15955, -0.55613, 0.26752], [0.68986, -2.44319, -2.00294], [2.39995, 0.29377, 1.70061], [-1.62551, -2.39674, 2.54483], [-1.22877, 4.25719, 2.23457]], "forces_ev_per_a": [[-0.54, -0.06, -0.53], [0.30, 0.01, -0.38], [0.50, 0.18, 0.81], [0.31, 0.04, -0.32], [-0.09, -0.02, -0.36], [-0.23, -0.06, 0.13], [0.30, 0.12, 0.10], [0.15, 0.10, -0.23], [0.29, 0.04, 0.14], [-0.13, 0.17, -0.24], [-0.51, 0.30, -0.24], [-0.48, 0.66, -0.20], [0.27, -0.72, -0.01], [-0.09, -0.03, -0.33], [-0.21, 0.20, -0.23], [-0.35, 0.99, 0.11], [-0.41, -0.28, 0.08], [0.28, -0.23, -0.29], [-0.42, 0.22, 0.31], [0.02, 0.01, -0.45], [-0.01, -0.16, 0.23], [-0.46, -0.35, -0.15], [-0.34, -0.09, 0.23], [-0.48, 0.07, -0.01], [-0.04, 0.42, 0.19], [-0.40, -0.11, 0.31], [0.27, -0.91, -0.24], [0.68, 0.00, -0.43], [0.22, -0.05, 0.28], [0.20, 0.28, 0.06], [0.51, -0.18, -0.17], [0.28, 0.00, 0.12], [0.53, -0.18, -0.48], [0.23, -0.76, 0.10], [-0.13, -0.26, 0.12], [0.15, 0.01, -0.43], [0.19, 0.74, 0.53], [0.20, 0.15, -0.18], [0.23, -0.50, -0.09], [-0.15, 0.00, 0.15], [-0.24, -0.09, -0.02], [0.42, 0.09, 0.02], [-0.34, 0.27, 0.19], [-0.27, 0.26, 0.06], [-0.92, -0.08, 0.25], [0.31, 0.19, 0.73], [0.44, -0.16, 0.13], [-0.06, -0.24, 0.64]], "energy_ev": -33280.7546, "e_above_lowest_kcal_mol": 96.4, "orbital_gap_ev": 10.34, "max_force_ev_per_a": 1.05}



# 3
{"formula": "H32O16", "method": "ωB97M-V with the def2-TZVPD basis set", "species": ["O", "H", "O", "H", "H", "O", "H", "H", "H", "H", "H", "O", "H", "H", "H", "H", "H", "H", "H", "O", "O", "O", "H", "H", "O", "H", "H", "O", "H", "O", "O", "O", "O", "H", "H", "H", "O", "H", "O", "H", "H", "H", "H", "H", "H", "O", "H", "H"], "positions_angstrom": [[12.12878, 21.93874, -9.68107], [13.18890, 18.27843, -5.49411], [14.92619, 23.87811, -7.07308], [11.47742, 22.62551, -9.66797], [16.32520, 20.57840, -5.89642], [12.43705, 22.70303, -6.43652], [13.13001, 19.83369, -10.11067], [10.95719, 17.91447, -5.86438], [11.57483, 22.35516, -6.40492], [12.41076, 17.19756, -6.12572], [11.28594, 20.57934, -8.96191], [15.72408, 17.77417, -7.31530], [12.78372, 22.32256, -9.15289], [9.39136, 21.09903, -5.86863], [12.92526, 22.54912, -5.62262], [11.93505, 19.51600, -3.75058], [14.54497, 19.34878, -10.69350], [12.18665, 15.95510, -8.24805], [14.47578, 24.72828, -7.11259], [14.01165, 19.56847, -9.93242], [11.14297, 19.72627, -8.49185], [13.26626, 19.84185, -6.62085], [15.28747, 20.20119, -3.59256], [15.22362, 20.61407, -8.61621], [10.12699, 18.34226, -6.16960], [11.54443, 20.68973, -4.58522], [15.54561, 18.71156, -4.10358], [14.94537, 19.49029, -4.19420], [15.04142, 18.10973, -6.70790], [15.22830, 21.32330, -7.96929], [11.93714, 20.46646, -3.77712], [13.61928, 22.57829, -4.06267], [12.65706, 17.48077, -5.28060], [12.65595, 19.60430, -7.32581], [10.42358, 20.18773, -5.81358], [16.51148, 18.23327, -7.13555], [12.22893, 16.88601, -8.02881], [12.37194, 17.26015, -8.93447], [17.08946, 20.02208, -6.06960], [14.16430, 23.36541, -6.87860], [10.11728, 18.15403, -7.10070], [17.89094, 20.57684, -6.13652], [13.46655, 21.64679, -4.18544], [13.68626, 20.60314, -6.96489], [16.10858, 21.18597, -7.63803], [10.29566, 21.08169, -6.12208], [10.48857, 20.01676, -7.76977], [14.54392, 22.66933, -4.34060]], "forces_ev_per_a": [[-1.18, -0.87, -1.34], [-0.31, -0.10, 0.29], [0.72, 1.33, -0.07], [-0.92, 0.57, -0.31], [-0.07, 0.03, 0.27], [1.80, 1.35, -1.58], [-1.02, 0.43, -0.90], [-0.51, 0.41, 0.29], [-1.48, -0.91, 0.44], [-0.05, -1.19, -2.40], [0.25, -0.50, 0.19], [-1.94, -1.23, -0.32], [2.19, 0.58, 1.59], [-1.70, 0.98, 0.22], [-0.51, 0.13, 0.68], [0.22, -0.73, -0.01], [-0.50, 0.07, -0.51], [0.00, -0.53, 0.34], [0.49, 0.45, -0.02], [1.55, -0.54, 1.34], [-1.64, 0.86, 0.97], [-0.73, -1.58, 0.92], [-0.33, -1.31, -0.62], [-0.84, -0.45, -0.50], [0.22, -0.09, 0.90], [-0.81, 0.68, -1.78], [-0.52, 1.09, 0.03], [0.87, 0.21, 0.75], [0.47, 0.11, -0.46], [-0.05, 0.00, -0.31], [0.79, 0.02, 2.01], [1.22, 0.65, -0.18], [0.73, 1.21, 2.11], [-0.44, -0.15, -0.34], [0.83, -1.55, -0.27], [1.41, 1.15, 0.64], [-0.01, 0.30, -1.61], [-0.06, 0.20, 1.32], [1.10, 0.15, -0.26], [-1.12, -1.47, 0.03], [-0.01, -0.23, -0.81], [-0.76, -0.22, 0.17], [-0.61, -1.32, 0.55], [1.14, 1.43, -0.51], [0.69, 0.37, 0.47], [0.12, 0.32, -0.16], [1.49, -0.54, -1.39], [-0.16, 0.43, 0.14]], "energy_ev": -33280.2852, "e_above_lowest_kcal_mol": 107.2, "orbital_gap_ev": 10.55, "max_force_ev_per_a": 2.77}



# 4
{"formula": "H32O16", "method": "ωB97M-V with the def2-TZVPD basis set", "species": ["H", "O", "O", "H", "O", "H", "H", "H", "H", "O", "O", "O", "H", "O", "O", "O", "H", "H", "H", "H", "O", "H", "H", "H", "H", "H", "H", "H", "H", "H", "H", "H", "H", "O", "H", "H", "H", "O", "H", "O", "O", "O", "H", "H", "H", "O", "H", "H"], "positions_angstrom": [[-3.34292, 1.40505, -2.76435], [2.35745, -1.81978, 1.73012], [-0.33303, 2.08360, 3.32817], [0.16734, 1.26046, 3.16052], [1.06004, -0.17912, 3.50508], [2.21583, 2.24091, -2.83919], [1.46626, 1.32982, 1.07890], [0.46953, 2.92808, -1.86292], [1.28087, -1.18657, -2.38557], [-3.34804, -0.10457, 1.18216], [-3.36233, 0.62445, -2.22785], [-0.46004, 0.60722, -2.52837], [-0.94873, 0.06018, -3.11865], [0.01014, -3.31126, 0.80738], [-1.09528, -1.36661, 2.30942], [1.82954, -0.84566, -3.08489], [-0.44849, -2.38313, -2.64277], [0.33955, -0.75659, 3.32935], [-0.56566, -3.90373, 0.41312], [-1.09168, -2.19449, -1.33297], [2.11857, 2.13488, -1.88484], [0.03516, -0.38438, 0.65256], [1.63776, -1.36503, -3.84582], [-1.12772, 1.92233, 2.87623], [-1.37871, -2.20335, 1.97536], [-2.88868, 1.60057, 0.45433], [0.48819, -2.92925, 0.02441], [1.92009, -1.16824, 2.23103], [2.42267, 1.24649, -1.61868], [2.74561, -0.94414, 0.08017], [-0.79913, 2.88528, -0.97436], [-3.17337, 2.59416, -0.72310], [1.56169, -0.51430, 4.26933], [-2.56556, 2.35505, -0.02609], [3.01355, 1.00165, 0.83195], [3.88523, -0.06826, -0.33588], [0.46230, 0.45273, -2.70353], [-0.22817, -2.26136, -1.74273], [1.71919, -2.48594, 1.55119], [0.05496, 0.54152, 0.40065], [-0.11373, 3.46006, -1.34987], [2.36628, 1.57156, 1.31378], [-0.27277, 0.56011, -0.52719], [-1.80356, -1.32475, 2.92396], [-2.71547, -0.70156, 0.84744], [2.95733, -0.26299, -0.52750], [-2.54351, 0.53235, -1.77319], [-3.97860, -0.73347, 1.54368]], "forces_ev_per_a": [[0.42, 0.60, -0.31], [1.91, -0.95, -1.50], [1.38, -0.29, 0.79], [0.14, 0.90, 0.35], [1.76, 0.20, 0.63], [0.35, -0.36, 0.17], [0.15, -0.17, -0.53], [0.68, -0.81, -0.10], [-0.08, -0.42, 0.69], [-1.36, 0.32, 0.63], [-1.54, -1.19, -0.36], [-0.71, 0.86, 1.05], [-0.51, -0.53, -0.83], [2.23, 2.21, -0.02], [0.04, -0.12, -0.08], [0.63, 0.92, 0.12], [-0.16, -0.36, -1.71], [-1.15, -1.09, 0.03], [-1.67, -2.20, -1.12], [-0.21, 0.25, 0.34], [0.22, -0.27, -0.33], [0.00, -0.09, 0.19], [-0.13, -0.64, -1.01], [-1.79, 0.08, -1.09], [0.98, -1.42, -1.13], [-0.60, -0.47, 0.12], [-0.59, -0.46, 0.88], [-0.87, 1.88, 1.31], [-0.09, 0.33, -0.22], [-0.55, -1.29, 1.50], [0.32, 0.18, -0.03], [-0.42, -0.21, 0.10], [-0.45, 0.28, -0.38], [1.02, 0.87, -0.14], [-1.82, 0.98, 0.67], [-0.04, -0.21, -0.37], [0.91, 0.02, -0.33], [0.14, -0.13, 1.27], [-0.78, -1.05, 0.11], [-0.86, -0.32, -0.93], [-1.54, 1.06, 0.55], [1.83, 0.15, 0.61], [0.40, 0.26, 0.58], [-1.00, 1.42, 1.58], [1.75, -0.61, -0.74], [1.19, 0.89, -1.63], [1.08, 0.59, 0.48], [-0.63, 0.41, 0.16]], "energy_ev": -33278.7890, "e_above_lowest_kcal_mol": 141.7, "orbital_gap_ev": 8.06, "max_force_ev_per_a": 3.14}